ORCA calculation (ωB97M-V/def2-TZVPD) on C39H35ClHoN2Si2 as an isolated structure in a non-equilibrium geometry.

Structure (XYZ):
```
80
Properties=species:S:1:pos:R:3:forces:R:3:lowdin_charge:R:1
C -1.47269 -0.93637 4.76692 -0.832 -0.533 0.059 -0.212
C -2.20990 -0.37329 3.67933 -0.501 -0.958 0.226 -0.207
C -2.13962 -1.28997 2.58068 -0.325 -0.364 0.678 -0.184
H -2.80144 0.54377 3.71102 0.301 -0.297 -0.050 0.119
C -1.34222 -2.40874 2.98944 -0.665 0.104 0.410 -0.180
C -0.92946 -2.18546 4.33824 -1.026 -0.157 0.080 -0.213
H -0.37474 -2.88641 4.96203 -0.120 0.281 -0.237 0.116
H -1.41489 -0.52797 5.77663 0.125 -0.055 -0.404 0.122
H -2.68030 -1.20669 1.63590 0.413 0.020 0.252 0.112
H -1.15657 -3.30626 2.39735 0.048 0.419 0.100 0.113
Ho 0.14791 -0.42551 3.00114 1.931 0.996 -2.370 1.314
Si -0.11478 -0.12608 -3.77831 0.096 0.030 0.952 0.667
C 0.24646 1.42635 -4.74778 0.005 0.170 -0.265 -0.345
C 1.54192 1.73141 -5.20303 -0.312 0.358 -0.103 -0.099
H 2.36770 1.05643 -4.96777 -0.164 0.175 -0.109 0.105
C 1.77110 2.88791 -5.95727 -0.144 -0.137 0.108 -0.088
H 2.77996 3.13314 -6.30077 -0.357 -0.105 0.095 0.103
C 0.69864 3.72379 -6.28539 -0.135 -0.176 0.131 -0.093
H 0.86935 4.60487 -6.90207 -0.038 -0.174 0.142 0.100
C -0.59474 3.42966 -5.83522 0.099 -0.037 0.118 -0.087
H -1.43144 4.08244 -6.10455 0.338 -0.211 0.115 0.103
C -0.81679 2.29628 -5.04477 0.400 0.160 -0.271 -0.122
H -1.81647 2.06523 -4.66416 0.290 0.117 -0.223 0.095
C 0.52424 -1.63782 -4.67022 0.020 -0.504 -0.224 -0.319
C 0.08226 -1.81226 -5.99328 0.352 -0.334 -0.101 -0.105
H -0.63162 -1.09838 -6.41390 0.276 -0.182 0.020 0.103
C 0.54071 -2.88196 -6.77283 -0.075 0.128 0.240 -0.084
H 0.19301 -2.99356 -7.80447 0.146 0.015 0.386 0.105
C 1.43688 -3.80515 -6.22328 -0.148 0.271 0.202 -0.091
H 1.79132 -4.63533 -6.83680 -0.031 0.230 0.247 0.102
C 1.84806 -3.66997 -4.88947 -0.164 -0.039 -0.111 -0.090
H 2.53240 -4.40895 -4.46408 -0.238 0.254 -0.094 0.100
C 1.37612 -2.60799 -4.10777 -0.047 0.160 -0.499 -0.102
H 1.66925 -2.52096 -3.05844 0.039 -0.043 -0.319 0.083
H -1.58620 -0.24412 -3.73034 -0.287 0.080 -0.164 -0.001
Si 0.51451 0.03728 -1.44637 -1.447 -0.210 -2.323 0.419
C -0.46258 -1.50870 -0.97444 0.213 -0.075 0.849 -0.373
C -1.83389 -1.65204 -1.25555 -0.137 -0.398 -0.180 -0.136
H -2.42437 -0.79127 -1.58567 0.290 -0.424 -0.020 0.091
C -2.46032 -2.90067 -1.14760 0.086 0.260 0.035 -0.071
H -3.52661 -2.98934 -1.35556 0.271 0.021 -0.095 0.109
C -1.73184 -4.03050 -0.77247 0.228 0.120 0.204 -0.083
H -2.19093 -5.02352 -0.78315 0.132 0.404 0.097 0.109
C -0.40916 -3.86522 -0.35238 -0.065 -0.039 0.061 -0.104
H 0.14908 -4.72361 0.02703 -0.117 0.209 -0.147 0.105
C 0.19928 -2.60580 -0.40688 -0.247 -0.410 -0.125 -0.163
H 1.20951 -2.47903 -0.01515 -0.069 -0.124 -0.311 0.076
C -0.61535 1.52565 -1.08604 0.767 0.659 0.783 -0.344
C -1.79718 1.37476 -0.34308 -0.116 0.111 -0.261 -0.144
H -1.95149 0.47608 0.25495 -0.134 0.000 -0.423 0.062
C -2.79835 2.35054 -0.36586 0.284 0.198 0.360 -0.089
H -3.76647 2.13610 0.09173 0.279 0.150 -0.014 0.103
C -2.53655 3.60514 -0.92571 0.085 -0.277 -0.076 -0.090
H -3.29646 4.39047 -0.89453 0.273 -0.278 -0.092 0.105
C -1.28247 3.84033 -1.49638 -0.033 -0.033 0.189 -0.080
H -1.05040 4.83755 -1.87383 0.007 -0.322 0.026 0.108
C -0.33793 2.81049 -1.58579 -0.388 0.050 -0.228 -0.102
H 0.61626 3.01635 -2.07300 -0.258 -0.098 -0.006 0.111
H 1.98210 -0.07332 -1.64392 -0.128 0.194 0.442 -0.031
Cl 1.52419 0.21338 0.93001 0.265 0.072 1.539 0.056
C -0.57178 3.72211 4.81946 0.017 -0.245 -0.107 -0.012
C 0.20625 3.71976 5.98164 -0.017 -0.316 -0.304 -0.006
C 1.00235 2.60977 6.27165 0.047 -0.525 -0.345 0.021
C 1.01831 1.51514 5.39635 -0.910 0.986 -0.825 -0.179
N 0.25261 1.53872 4.25531 0.011 0.821 1.042 -0.032
C -0.54178 2.60774 3.98007 0.921 -0.471 0.614 -0.075
C 1.83644 0.29647 5.62813 0.589 -1.209 -0.394 -0.173
C 2.71431 0.15975 6.71407 -0.341 0.047 -0.466 0.023
C 3.46420 -1.01093 6.85402 -0.265 0.039 -0.339 -0.006
C 3.31809 -2.03840 5.91409 -0.228 0.089 -0.161 -0.015
C 2.41590 -1.86628 4.86361 -0.071 1.126 0.273 -0.084
N 1.71093 -0.71401 4.70457 0.769 0.010 1.363 -0.034
H -1.20569 4.56359 4.54847 0.175 -0.154 0.163 0.124
H 0.19285 4.57151 6.65836 -0.001 -0.176 -0.164 0.127
H 1.62299 2.55247 7.16235 -0.290 0.327 -0.144 0.113
H -1.14064 2.54096 3.06168 0.273 0.140 0.387 0.128
H 2.79430 0.99191 7.41346 0.173 -0.481 -0.084 0.115
H 4.15514 -1.11827 7.68836 -0.155 0.014 -0.210 0.127
H 3.88654 -2.96695 5.97511 -0.167 0.324 0.084 0.125
H 2.24264 -2.63824 4.10618 0.159 0.232 0.318 0.130
```
Forces are in eV/Å.

Output
<S²>: 6.005
Charge: +1
Lowest unoccupied orbital energy (alpha / beta) (eV): -4.38 / -4.37
Spin multiplicity: 5
HOMO (alpha / beta) (eV): -9.211 / -9.212

***

ORCA calculation (ωB97M-V/def2-TZVPD) on C39H35N5O5PRbS2 as an isolated structure in a non-equilibrium geometry.

Structure (XYZ):
```
88
Properties=species:S:1:pos:R:3:forces:R:3:lowdin_charge:R:1
Rb 1.14848 0.54781 0.65090 -1.888 -0.792 0.693 1.041
O 3.57808 1.42168 1.40766 0.486 0.192 0.048 -0.153
N 2.72431 2.38609 1.90840 0.192 0.163 -0.037 -0.107
C 3.12847 2.89432 2.99525 -0.034 -0.013 0.008 -0.103
C 2.30623 3.91111 3.68736 -0.008 -0.007 0.005 -0.208
C 2.98589 4.97765 4.26500 0.003 0.002 -0.001 -0.033
C 2.30345 6.00686 4.89573 0.000 0.000 -0.001 -0.073
C 0.92258 5.96218 4.96536 -0.001 -0.003 -0.001 -0.073
C 0.23517 4.88091 4.42706 -0.004 0.005 0.003 -0.079
C 0.90417 3.84073 3.79179 0.009 -0.002 -0.016 -0.304
P 0.01352 2.35337 3.15871 -0.037 0.082 0.224 1.054
C 0.60675 1.12748 4.39365 -0.002 0.005 0.001 -0.376
C 0.77298 -0.19817 3.99906 0.048 -0.007 0.026 -0.113
C 1.17130 -1.16777 4.91072 0.032 0.004 -0.007 -0.069
C 1.41982 -0.81872 6.22819 0.003 0.002 -0.002 -0.077
C 1.27756 0.50362 6.63067 0.003 -0.004 -0.003 -0.071
C 0.87634 1.46801 5.72033 0.000 0.003 -0.002 -0.090
C -1.71031 2.65163 3.70858 0.002 0.006 -0.004 -0.411
C -2.31367 2.05290 4.81190 0.005 0.000 0.004 -0.083
C -3.66865 2.23835 5.06208 -0.002 -0.004 0.000 -0.078
C -4.43435 3.03265 4.22183 0.001 0.001 0.000 -0.086
C -3.84230 3.64090 3.12141 0.000 0.000 0.003 -0.081
C -2.49585 3.44000 2.86270 -0.005 -0.009 -0.012 -0.124
H 3.36386 1.34432 0.44082 0.543 0.213 -0.095 0.003
H 4.10091 2.62215 3.40459 0.001 0.001 -0.001 0.143
H 4.06723 5.00583 4.20118 0.000 0.000 -0.001 0.117
H 2.84959 6.83517 5.32707 0.000 0.001 -0.001 0.106
H 0.37339 6.75597 5.45488 0.000 0.000 0.000 0.106
H -0.84189 4.84462 4.52447 0.000 0.000 0.002 0.098
H 0.60732 -0.49136 2.96997 -0.220 -0.059 0.161 0.032
H 1.29821 -2.19174 4.58409 -0.005 -0.002 0.001 0.109
H 1.73434 -1.57149 6.93934 0.000 0.000 -0.001 0.105
H 1.48032 0.78347 7.65658 0.001 0.000 -0.001 0.106
H 0.76889 2.49710 6.04274 0.000 0.000 -0.001 0.112
H -1.73201 1.42511 5.47405 0.002 0.001 0.000 0.100
H -4.12442 1.75963 5.91949 0.000 0.000 0.000 0.106
H -5.48852 3.17642 4.42032 0.000 0.000 0.000 0.104
H -4.43264 4.25966 2.45795 -0.001 0.000 0.000 0.106
H -2.04621 3.89068 1.98407 0.000 0.002 0.002 0.110
N -1.40742 -3.20812 -1.36118 0.002 -0.015 0.012 0.179
C -0.17845 -3.55702 -1.89127 0.006 0.011 -0.016 -0.180
C 0.19647 -4.43905 -2.89726 -0.016 0.008 -0.013 -0.013
C 1.54255 -4.49019 -3.19921 0.003 -0.002 0.001 -0.081
C 2.48152 -3.69058 -2.52779 -0.005 0.000 0.000 -0.069
C 2.10263 -2.82534 -1.52249 0.006 -0.001 0.004 0.000
C 0.74748 -2.77251 -1.19690 -0.018 -0.013 0.016 -0.237
N 0.09084 -1.98070 -0.26456 0.025 -0.065 -0.047 0.095
C -1.17541 -2.25740 -0.40567 -0.007 0.025 -0.002 -0.280
C -2.24781 -1.59477 0.33866 -0.014 -0.023 0.018 -0.313
C -3.58239 -1.84652 0.22674 0.001 0.010 -0.007 -0.350
S -4.45991 -0.80659 1.25562 0.004 -0.024 0.021 1.050
C -2.98460 -0.10710 1.77528 0.003 -0.004 0.015 -0.439
N -1.91731 -0.59817 1.22843 0.048 0.033 -0.026 0.038
H -2.30223 -3.54701 -1.66402 -0.002 0.004 -0.003 0.155
H -0.52638 -5.03919 -3.43290 -0.006 -0.004 -0.013 0.102
H 1.88125 -5.15046 -3.98682 0.001 0.000 0.000 0.102
H 3.52226 -3.74680 -2.81705 0.001 0.001 0.000 0.106
H 2.81923 -2.18371 -1.02574 0.003 0.002 0.000 0.117
H -4.08434 -2.56902 -0.39511 -0.001 0.001 -0.001 0.073
H -2.97280 0.68494 2.51157 0.003 0.013 -0.009 0.057
C -1.40988 -5.74356 -6.23661 0.000 0.006 -0.003 -0.057
C -0.95911 -4.30793 -6.22149 -0.010 0.006 0.019 -0.295
C 0.34414 -3.96937 -6.57397 0.006 0.014 -0.005 -0.046
C 0.75898 -2.64793 -6.59322 0.005 -0.015 -0.004 -0.043
C -0.13835 -1.64689 -6.25400 -0.025 0.007 0.030 -0.269
C -1.44060 -1.96020 -5.89626 0.002 0.011 -0.007 -0.051
C -1.84164 -3.28747 -5.87928 0.006 -0.028 0.015 -0.047
S 0.37351 0.05105 -6.32545 -0.006 0.041 0.045 0.628
O -0.83193 0.82141 -6.46544 -0.005 -0.003 -0.014 -0.297
O 1.42622 0.11442 -7.29823 -0.002 0.005 0.014 -0.288
N 1.03418 0.36258 -4.87817 -0.015 -0.052 -0.123 -0.123
C 0.33028 1.14603 -3.86290 0.095 0.062 -0.047 -0.216
C 0.84179 0.76186 -2.48826 0.039 -0.093 -0.097 -0.142
C 2.34705 1.08023 -2.29129 0.031 0.005 -0.013 -0.673
O 2.97538 1.50244 -3.25955 0.033 0.004 -0.003 0.028
O 2.79581 0.83977 -1.12158 0.696 0.190 -0.661 -0.294
H -0.58388 -6.42027 -6.01614 0.002 -0.002 0.001 0.076
H -1.80323 -6.01507 -7.21843 0.003 -0.006 -0.001 0.085
H -2.20252 -5.91992 -5.50835 -0.002 0.003 -0.003 0.073
H 1.04354 -4.75196 -6.84506 0.000 -0.001 -0.002 0.116
H 1.76597 -2.38404 -6.88726 0.001 0.001 0.001 0.118
H -2.13491 -1.16354 -5.66443 0.000 0.001 -0.002 0.111
H -2.86392 -3.53431 -5.61372 0.001 0.002 0.000 0.111
H 2.02769 0.57284 -4.91959 0.014 0.015 0.061 0.105
H -0.73788 0.95841 -3.96035 -0.007 -0.035 0.020 0.112
H 0.50437 2.21060 -4.03343 -0.064 0.011 -0.005 0.128
H 0.70469 -0.31378 -2.33748 0.003 0.031 0.016 0.095
H 0.24067 1.27076 -1.72434 0.039 0.082 -0.178 0.074
```
Forces are in eV/Å.

Output
Relative energy (zero: lowest compared OMol25 entry of this formula, charge and spin) (eV): 0.944
Lowest unoccupied orbital energy (eV): -0.10
Spin multiplicity: 1
HOMO (eV): -8.487

***

ORCA calculation (ωB97M-V/def2-TZVPD) on C39H36AsCl2N4O11S2SiW as an isolated structure in a non-equilibrium geometry.

Structure (XYZ):
```
97
Properties=species:S:1:pos:R:3:forces:R:3:lowdin_charge:R:1
W 0.44336 -0.82328 -0.38083 1.193 -0.244 1.805 2.032
Cl 5.16659 -0.19523 -1.27183 -0.412 0.420 0.355 0.764
C 4.40288 -1.65959 -1.75323 -0.174 0.156 0.077 -0.573
C 5.32795 -2.66265 -2.12789 0.185 0.236 0.091 -0.141
C 4.92496 -3.84653 -2.62398 0.041 -0.312 -0.134 -0.602
Cl 6.10331 -5.05189 -3.01900 -0.012 0.016 0.003 0.733
C 3.55261 -4.08361 -2.85900 -0.187 -0.035 0.007 -0.164
C 3.05847 -5.26833 -3.45263 0.318 0.053 0.035 -0.022
C 1.73080 -5.38988 -3.70221 -0.337 -0.104 -0.060 -0.035
C 0.89068 -4.30820 -3.37050 -0.022 0.038 0.051 -0.105
N 1.31388 -3.21373 -2.79681 0.206 -0.007 -0.194 0.101
C 2.62430 -3.07918 -2.50295 -0.060 0.156 0.110 -0.141
C 3.04266 -1.85601 -1.83167 -0.741 -0.364 -0.057 -0.222
O 2.07325 -0.97314 -1.39777 0.338 -0.520 -0.421 -0.240
H 6.38097 -2.45470 -2.00705 -0.006 0.032 0.031 0.105
H 3.75406 -6.05668 -3.71134 -0.037 0.045 0.031 0.094
H 1.31894 -6.28822 -4.14625 0.025 0.091 0.007 0.112
H -0.17707 -4.35883 -3.57661 0.084 -0.003 -0.011 0.118
O -2.59919 -0.48686 -3.03643 0.088 -0.131 -0.474 -0.164
As -2.04198 -1.06820 -1.52450 -1.308 0.433 -0.322 1.021
O -1.51583 0.21394 -0.58074 0.608 -0.734 -0.382 -0.495
O -0.59211 -1.94228 -1.68911 -0.324 0.230 0.378 -0.473
C -3.57690 -1.88414 -0.83606 0.337 -0.362 0.474 -0.255
C -4.79409 -1.67671 -1.44700 -0.192 -0.025 -0.039 -0.056
C -5.93061 -2.20203 -0.84484 -0.211 -0.015 0.039 -0.044
C -5.83929 -2.87583 0.36341 -0.106 0.065 -0.074 -0.040
C -4.60498 -3.06949 0.97470 0.039 -0.109 0.217 -0.061
C -3.46838 -2.58622 0.36456 0.056 -0.052 -0.261 -0.331
S -1.86704 -3.14815 0.99317 0.088 -0.125 -0.092 0.920
O -1.50347 -4.16278 -0.03726 0.099 0.420 0.337 -0.442
O -1.02476 -1.82171 0.83830 0.134 -0.157 -0.076 -0.732
O 0.94946 -3.03414 -0.14970 0.914 0.581 0.108 -0.282
H -1.83782 -0.14590 -3.52773 0.049 0.128 -0.125 0.064
H -4.85240 -1.11850 -2.36967 -0.069 -0.023 -0.049 0.112
H -6.89254 -2.07796 -1.32675 0.034 0.018 0.066 0.117
H -6.73391 -3.26342 0.83282 0.005 -0.004 -0.023 0.118
H -4.52772 -3.61350 1.91386 -0.021 0.045 -0.161 0.120
C 1.46057 -3.69357 1.03212 -0.161 -0.077 -0.237 -0.190
Si 1.95058 -2.34742 2.23322 0.154 -0.466 -0.070 0.447
C 0.82915 -2.56307 3.69024 -0.142 0.155 0.500 -0.156
C 3.73532 -2.55947 2.65838 0.380 0.022 0.232 -0.135
N 1.69107 -0.91884 1.23315 -0.265 0.788 -0.712 -0.250
C 2.41913 0.23643 1.76582 -0.499 -0.452 0.464 -0.373
C 2.97095 1.27672 1.03740 0.199 -0.154 0.463 -0.074
C 3.64939 2.31610 1.66116 0.056 -0.004 0.069 -0.063
C 3.80816 2.33815 3.03568 0.026 0.111 -0.066 -0.076
C 3.24215 1.31732 3.78462 -0.016 -0.045 0.084 -0.063
C 2.54940 0.29932 3.16034 -0.075 -0.150 0.082 -0.122
H 0.67405 -4.33194 1.44895 0.052 0.033 -0.110 0.087
H 2.28781 -4.33688 0.72509 0.023 0.025 -0.016 0.104
H 0.20887 -3.54350 -0.49569 -0.647 -0.341 -0.378 0.040
H 0.84230 -3.61714 4.00033 -0.014 0.163 -0.080 0.053
H -0.19548 -2.28545 3.42723 0.049 -0.054 0.040 0.016
H 1.12518 -1.96061 4.55786 -0.138 -0.220 -0.107 0.039
H 3.90272 -3.55674 3.09413 -0.043 0.221 -0.143 0.053
H 4.08377 -1.81224 3.37885 0.008 -0.210 -0.116 0.039
H 4.35128 -2.46493 1.75628 -0.055 -0.048 0.099 0.046
H 2.89874 1.28146 -0.00810 0.007 -0.030 -1.150 0.060
H 4.06493 3.11177 1.05245 0.011 -0.084 0.015 0.110
H 4.36593 3.13388 3.51588 -0.089 -0.036 -0.028 0.107
H 3.32433 1.31877 4.86401 0.011 -0.006 -0.008 0.112
H 2.07915 -0.46672 3.77419 0.134 0.395 -0.099 0.067
O 0.23072 0.32083 -2.44398 -0.075 0.369 0.055 -0.049
C 0.49295 1.36990 -1.81124 0.151 0.114 -0.193 -0.529
O 0.72811 1.20872 -0.54846 0.460 -0.122 -0.079 -0.212
C 0.52457 2.70773 -2.38718 0.022 -0.079 -0.062 -0.127
C 0.87166 3.78359 -1.58146 0.084 0.131 0.165 0.004
C 0.93613 5.07807 -2.09991 0.052 0.109 0.250 0.041
C 0.64964 5.22061 -3.43367 -0.007 0.177 -0.080 -0.204
O 0.65034 6.35878 -4.16263 -0.047 0.025 -0.166 0.058
C 0.34012 5.98756 -5.51991 -0.035 -0.350 0.437 -0.084
O 0.05925 4.57957 -5.50887 0.016 0.167 -0.010 0.048
C 0.29746 4.14465 -4.23907 -0.029 0.026 -0.253 -0.197
C 0.22407 2.87467 -3.75407 -0.015 -0.189 -0.023 0.094
H 1.11402 3.60188 -0.53902 -0.048 0.043 -0.094 0.125
H 1.20077 5.93390 -1.48686 -0.016 -0.160 -0.096 0.131
H 1.19287 6.18925 -6.15562 0.271 -0.011 -0.087 0.139
H -0.53047 6.53642 -5.85781 -0.210 0.052 0.028 0.139
H -0.03100 2.03264 -4.38422 0.025 0.039 0.037 0.138
N -1.87150 2.53607 0.97321 -0.003 0.032 0.011 0.142
C -1.71179 1.73784 2.03343 0.103 -0.030 -0.187 -0.754
S -0.47707 0.58481 2.10203 -0.245 0.225 0.234 0.897
N -2.54045 1.87088 3.08370 -0.195 0.335 0.153 0.058
C -3.51265 2.89541 3.32170 0.162 -0.122 -0.094 -0.236
C -4.71546 2.52959 3.91337 -0.076 -0.112 -0.011 -0.025
C -5.67643 3.49290 4.17985 -0.016 0.002 0.068 -0.073
C -5.44222 4.82395 3.86081 -0.006 0.033 -0.018 -0.079
C -4.23119 5.18999 3.28927 0.020 -0.054 -0.007 -0.070
C -3.25964 4.23186 3.02345 0.091 0.021 0.046 -0.039
H -1.34356 2.28812 0.15269 -0.031 -0.007 -0.014 0.069
H -2.72666 3.05415 0.85142 -0.018 0.028 0.009 0.113
H -2.41391 1.17573 3.80030 0.006 -0.023 0.073 0.129
H -4.89573 1.48747 4.16468 0.011 0.124 -0.062 0.117
H -6.61237 3.20159 4.64318 0.076 0.018 -0.044 0.110
H -6.19657 5.57483 4.06734 0.074 -0.070 -0.013 0.109
H -4.02789 6.23127 3.06691 -0.013 -0.080 0.000 0.110
H -2.29458 4.52692 2.62353 -0.129 -0.030 0.031 0.116
```
Forces are in eV/Å.

Output
Relative energy (zero: lowest compared OMol25 entry of this formula, charge and spin) (eV): 3.631
Charge: +1
Lowest unoccupied orbital energy (eV): -3.92
Spin multiplicity: 1
HOMO (eV): -10.136